No. 1
{
  "formula": "C34H37F12NO4W",
  "method": "ωB97M-V/def2-TZVPD",
  "total_energy_ha": -2939.024896,
  "e_above_lowest_kcal_mol": 44.1,
  "gap_ev": [6.9, 6.9],
  "elements": ["W", "F", "F", "F", "F", "F", "F", "F", "F", "F", "F", "F", "F", "O", "O", "O", "O", "N", "C", "C", "C", "C", "C", "C", "C", "C", "C", "C", "C", "C", "C", "C", "C", "C", "C", "C", "C", "C", "C", "C", "C", "C", "C", "C", "C", "C", "C", "C", "C", "C", "C", "C", "H", "H", "H", "H", "H", "H", "H", "H", "H", "H", "H", "H", "H", "H", "H", "H", "H", "H", "H", "H", "H", "H", "H", "H", "H", "H", "H", "H", "H", "H", "H", "H", "H", "H", "H", "H", "H"],
  "xyz": [[0.381736, 0.291113, -0.697430], [5.131890, -1.472339, 0.690809], [1.292425, -2.611040, 0.566198], [0.479533, -4.506139, -0.001382], [-0.616460, -3.944831, -2.262495], [-2.062736, -4.583139, -0.804040], [-0.259989, -3.521689, 1.748157], [3.550455, 1.981119, 1.533406], [5.108582, 0.617708, 1.990046], [4.684441, 1.067927, -0.052510], [3.554192, -2.601083, 1.549767], [-2.474942, -2.926847, -2.098727], [3.498287, -2.071706, -0.537376], [0.918334, -0.105286, -3.101217], [-0.133781, -1.638392, -1.157237], [2.331439, 0.074289, -0.156942], [-1.767913, -0.063261, -2.320700], [0.001527, -0.333895, 1.234174], [0.369364, 2.409638, -0.044169], [-1.001135, 2.277015, -0.529892], [2.629173, 2.893529, -1.318915], [3.006844, -0.275786, 0.976034], [0.678618, 2.944411, 1.338416], [1.025808, -1.043216, 4.708362], [0.157425, -3.308215, 0.497329], [-0.047907, -0.838053, -3.841372], [-5.519549, -1.852403, 1.441549], [-0.850166, -2.502864, -0.385694], [-3.180464, -2.135769, 0.596108], [-3.170654, 0.001600, -2.121098], [2.967955, -0.628150, 3.423124], [2.148501, -0.821466, -3.028236], [3.795427, -1.617750, 0.683968], [-1.431332, -0.214648, -3.690245], [-2.258544, -0.040937, 2.128485], [0.257988, -0.874875, 3.582643], [-1.845176, -1.775599, 0.513328], [2.404946, -0.899869, 4.657093], [-2.184262, 2.653694, 0.335752], [3.277366, -1.077629, 5.860494], [-0.997159, 2.589996, -1.944612], [-1.507952, -3.504778, -1.368070], [0.808354, 2.964836, -3.743483], [-1.349711, -0.691434, 1.281582], [-4.074764, -1.450920, 1.413395], [4.102793, 0.832848, 1.132500], [-3.590534, -0.397938, 2.178226], [2.215120, -0.428883, 2.271406], [-2.182308, 3.087175, -2.714446], [0.802193, -0.520842, 2.330121], [1.186194, 2.464117, -1.226336], [0.318701, 2.639426, -2.370584], [-2.124951, 4.177803, -2.762678], [-2.342495, 3.732826, 0.279253], [0.011087, 3.781409, 1.554072], [-1.891152, 0.742994, 2.773363], [0.546534, 2.193545, 2.120267], [-3.106180, 2.172424, 0.016696], [-2.158665, -0.876683, -4.175260], [-6.062512, -1.374988, 0.622994], [2.527821, -1.024711, -4.037364], [-3.613949, 0.801754, -2.721741], [-4.257686, 0.136793, 2.839259], [1.702444, 3.301324, 1.387935], [0.035131, 2.804815, -4.490169], [-2.008796, 2.400898, 1.375220], [-3.332486, 0.193198, -1.062005], [3.656204, -2.098243, 5.915532], [3.255321, 2.125168, -1.771688], [-5.617298, -2.929659, 1.323955], [2.854067, -0.192966, -2.480386], [2.011627, -1.769473, -2.494080], [2.699319, 3.790733, -1.933906], [-5.986992, -1.555664, 2.377729], [-0.075996, -1.873910, -3.485178], [4.134494, -0.411839, 5.801937], [1.673851, 2.359916, -4.002466], [-3.647330, -0.942882, -2.398962], [-1.462163, 0.765540, -4.182973], [-3.557645, -2.976589, 0.035014], [0.232059, -0.830341, -4.906815], [3.038833, 3.136796, -0.345397], [2.725592, -0.867863, 6.773076], [-2.212920, 2.721663, -3.740849], [1.104610, 4.013938, -3.788799], [-0.801474, -1.054074, 3.647911], [-3.115471, 2.836819, -2.219193], [0.545399, -1.309976, 5.637409], [4.043595, -0.609266, 3.373027]],
  "forces_ev_per_angstrom": [[-0.021, 0.301, -0.649], [0.240, 0.192, -0.020], [-0.115, -0.482, 0.137], [-0.005, -0.256, -0.186], [0.273, -0.067, -0.048], [0.009, -0.031, 0.416], [-0.291, 0.012, 0.119], [-0.382, 0.227, 0.097], [0.010, -0.246, 0.269], [0.045, -0.054, -0.178], [-0.087, -0.072, 0.204], [-0.224, 0.338, -0.060], [-0.029, -0.093, -0.163], [-0.117, 0.122, 0.833], [0.580, 1.047, 0.017], [-1.449, -0.024, -0.468], [-0.183, -0.066, -0.351], [-0.203, 0.676, -2.138], [-0.172, 0.394, -0.318], [0.194, 0.636, 0.368], [-0.242, -0.335, 0.030], [0.343, -0.005, 0.543], [0.042, -0.414, -0.250], [0.294, -0.003, -0.002], [0.608, 0.071, 0.229], [-0.651, -0.290, -0.099], [0.025, 0.081, -0.039], [-0.222, -0.301, 0.437], [-0.025, 0.171, 0.219], [-0.047, 0.095, 0.030], [-0.342, -0.030, 0.224], [0.688, -0.213, -0.207], [0.329, -0.555, -0.424], [0.395, 0.018, 0.067], [0.322, -0.069, -0.356], [-0.132, 0.066, -0.501], [0.157, 0.199, 0.102], [-0.060, 0.063, -0.089], [0.292, -0.386, -0.199], [-0.001, -0.082, -0.034], [0.336, -0.282, 0.547], [-0.071, -0.124, -0.479], [-0.111, -0.162, 0.203], [-1.230, -0.694, 0.408], [0.116, -0.025, -0.055], [0.334, 0.394, -0.166], [-0.067, -0.172, -0.079], [-0.249, 0.055, -0.083], [0.123, -0.352, 0.040], [1.108, 0.038, 1.007], [0.102, 0.653, 0.151], [0.007, -0.426, 0.452], [0.011, 0.008, -0.007], [0.027, 0.098, -0.018], [0.028, 0.025, -0.007], [0.059, 0.114, 0.009], [0.019, 0.033, -0.003], [-0.080, -0.080, 0.055], [0.098, 0.028, -0.045], [-0.082, -0.022, 0.019], [-0.091, 0.081, 0.069], [0.005, -0.004, 0.051], [-0.086, 0.049, 0.077], [-0.009, 0.013, 0.039], [-0.062, -0.021, -0.117], [-0.037, -0.016, 0.040], [-0.041, -0.017, -0.026], [0.031, -0.078, 0.078], [0.068, 0.022, 0.046], [-0.084, -0.056, 0.013], [-0.114, -0.167, -0.104], [-0.011, 0.197, -0.081], [-0.024, 0.050, -0.066], [-0.084, -0.012, 0.032], [0.080, 0.190, -0.055], [0.093, 0.061, 0.113], [0.075, -0.032, -0.045], [0.070, 0.030, 0.063], [-0.029, -0.050, -0.001], [-0.004, -0.049, -0.061], [-0.016, 0.041, 0.211], [0.035, -0.082, 0.014], [0.022, 0.012, 0.124], [-0.054, -0.003, -0.037], [0.060, 0.074, -0.044], [-0.064, 0.016, 0.093], [-0.076, -0.011, -0.023], [-0.081, -0.025, 0.153], [0.105, 0.046, -0.067]],
  "mulliken_charge": [1.221, -0.349, -0.037, -0.372, -0.271, -0.302, -0.314, -0.224, -0.266, -0.245, -0.243, -0.181, -0.197, -0.202, -0.550, -0.613, 0.991, 1.165, 0.462, 1.270, -2.013, 1.371, -1.998, -1.521, 0.105, -0.749, -1.591, 1.886, -0.260, -1.059, -0.859, -0.739, 0.845, -1.029, -0.201, -0.932, -1.194, 0.342, -2.177, -1.659, 1.429, -0.163, -2.391, -0.257, 0.302, 0.456, -1.308, -0.760, -2.052, 1.316, 0.994, 0.746, 0.387, 0.381, 0.475, 0.833, 0.120, 0.376, 0.673, 0.247, 0.443, 0.340, 0.397, 0.464, 0.446, 0.500, -0.016, 0.290, 0.169, 0.403, 0.032, 0.227, 0.439, 0.416, 0.213, 0.411, 0.339, 0.405, 0.211, 0.478, 0.640, 0.424, 0.401, 0.387, 0.469, 0.461, 0.482, 0.420, 0.590]
}

=====

No. 2
{
  "formula": "C4H11NS",
  "method": "ωB97M-V/def2-TZVPD",
  "total_energy_ha": -611.922026,
  "smiles": "NCCCCS",
  "e_above_lowest_kcal_mol": 12.6,
  "gap_ev": 10.0,
  "elements": ["S", "N", "C", "C", "C", "C", "H", "H", "H", "H", "H", "H", "H", "H", "H", "H", "H"],
  "xyz": [[2.988139, -0.061427, -1.524408], [-2.622338, 0.634483, 0.870833], [-1.350239, 0.538844, 0.105518], [0.621096, -0.863991, -0.434850], [-0.566186, -0.687769, 0.517481], [1.869060, -0.059961, -0.081501], [0.831804, -1.938664, -0.513185], [-2.530325, 1.276045, 1.647047], [1.549736, 0.977489, 0.088299], [-1.737854, 0.215464, -0.895726], [-0.186748, -0.709056, 1.540577], [0.360825, -0.571482, -1.464134], [-0.849473, 1.490219, -0.064167], [-3.361194, 0.933578, 0.252857], [-1.266700, -1.520315, 0.457140], [2.408342, -0.590786, 0.694625], [3.842055, 0.937330, -1.196407]],
  "forces_ev_per_angstrom": [[0.175, 0.128, -0.349], [0.848, 0.130, 0.061], [-2.407, -1.084, -0.994], [-0.057, -0.748, -0.799], [0.925, 0.375, -0.131], [-0.193, -0.131, -0.481], [0.347, 0.200, 0.089], [-0.230, 0.052, -0.019], [0.450, -0.371, 0.543], [0.582, 0.570, 0.395], [-0.111, 0.377, 0.194], [-0.343, -0.034, 0.243], [0.453, -0.038, 0.387], [-0.094, 0.264, 0.212], [0.110, -0.060, -0.132], [-0.098, 0.651, 0.621], [-0.357, -0.282, 0.161]],
  "mulliken_charge": [-0.256, -0.584, -0.562, -0.855, -0.494, -0.480, 0.386, 0.212, 0.352, 0.274, 0.308, 0.436, 0.311, 0.218, 0.287, 0.325, 0.122]
}